i:
Here is 2 unconnected molecules or ions with the total composition C11H15N from the Open Molecules 2025 dataset. Energies are from ωB97M-V with the def2-TZVPD basis set.

The geometry in XYZ format:
```
27
C11H15N (ωB97M-V with the def2-TZVPD basis set)
C -0.3732 -1.6724 -3.4360
C 0.3521 -1.0071 -2.2871
C 1.2441 0.0137 -2.3773
N 1.8336 0.2272 -1.1464
C 1.3199 -0.6706 -0.2544
C 1.6248 -0.7806 1.1070
C 0.6874 -1.4621 1.8672
C -0.2739 -2.2647 1.2256
C -0.3788 -2.3281 -0.1405
C 0.4556 -1.5295 -0.9573
H -0.9111 -0.9562 -4.0574
H -1.0982 -2.3377 -2.9870
H 0.3268 -2.1986 -4.0826
H 1.5332 0.5858 -3.2311
H 2.4200 1.0100 -0.9216
H 2.3670 -0.1623 1.5959
H 0.8345 -1.4240 2.9387
H -1.0449 -2.7137 1.8305
H -1.1943 -2.8954 -0.5713
C -1.2058 2.4847 1.2855
C -1.3000 3.1155 2.6732
H -0.2808 2.8452 0.8356
H -1.1144 1.3992 1.2662
H -2.0827 2.8012 0.7222
H -0.3308 3.0687 3.1846
H -2.0236 2.6485 3.2946
H -1.3867 4.2035 2.6230
```

SMILES: Cc1c[nH]c2ccccc12.CC

Atom charges from the Löwdin analysis, given in e for atoms 1 to 8: C -0.038; C -0.229; C -0.059; N 0.076; C -0.234; C -0.025; C -0.099; C -0.112



ii:
Here is 2 unconnected molecules or ions with the total composition C11H15N from the Open Molecules 2025 dataset. Energies are from ωB97M-V with the def2-TZVPD basis set.

The geometry in XYZ format:
```
27
C11H15N (ωB97M-V with the def2-TZVPD basis set)
C -0.0394 -3.0508 -2.9440
C 0.6190 -2.4846 -1.7181
C 1.6299 -3.1214 -1.0887
N 2.2792 -2.2506 -0.1513
C 1.7050 -0.9912 -0.3646
C 2.1556 0.2608 0.0909
C 1.2621 1.3055 -0.0870
C 0.0900 1.1340 -0.7918
C -0.3804 -0.0758 -1.2672
C 0.5106 -1.1487 -1.1582
H -0.9747 -2.4792 -3.1451
H -0.3205 -4.0838 -2.6850
H 0.6723 -3.1459 -3.7526
H 2.1390 -4.0470 -1.3240
H 3.2751 -2.1423 -0.3171
H 3.1689 0.3728 0.4499
H 1.4959 2.3011 0.3093
H -0.4781 2.0493 -0.9873
H -1.1115 -0.2565 -2.0571
C -2.2695 3.3768 2.4675
C -2.1276 2.0707 3.2106
H -1.9887 3.3871 1.4045
H -3.3277 3.6863 2.5351
H -1.6624 4.1799 2.8777
H -2.5649 2.1082 4.2625
H -1.0902 1.8368 3.4182
H -2.6671 1.2084 2.8128
```

SMILES: Cc1c[nH]c2ccccc12.CC

Atom charges from the Löwdin analysis, given in e for atoms 1 to 8: C -0.044; C -0.242; C -0.061; N 0.053; C -0.215; C -0.017; C -0.112; C -0.122



iii:
Here is 2 unconnected molecules or ions with the total composition C11H15N from the Open Molecules 2025 dataset. Energies are from ωB97M-V with the def2-TZVPD basis set.

The geometry in XYZ format:
```
27
C11H15N (ωB97M-V with the def2-TZVPD basis set)
C -1.9968 -0.6087 -1.7335
C -1.5461 -0.7531 -0.2679
C -1.6460 -1.8255 0.5411
N -0.8508 -1.5476 1.7998
C -0.4171 -0.2302 1.6579
C 0.6020 0.3977 2.4274
C 1.0246 1.6242 2.0389
C 0.5891 2.2444 0.8481
C -0.2772 1.5701 -0.0423
C -0.7995 0.3007 0.3878
H -2.9823 -0.2315 -1.9139
H -1.9394 -1.4614 -2.4270
H -1.2049 0.0322 -2.1507
H -2.1215 -2.7257 0.3288
H -0.9760 -2.0134 2.6149
H 1.3048 -0.1628 3.0444
H 1.7676 2.1067 2.6253
H 0.8948 3.2170 0.9605
H -0.4527 1.9405 -1.0915
C 1.3949 -0.2901 -2.8903
C 2.8621 -0.4164 -2.6183
H 1.0694 0.7517 -2.7389
H 1.1403 -0.5357 -3.9205
H 0.7993 -1.0205 -2.3040
H 3.4832 -1.2132 -2.9671
H 3.0749 -0.3301 -1.5317
H 3.3586 0.4007 -3.2205
```

SMILES: Cc1c[nH]c2ccccc12.CC

Atom charges from the Löwdin analysis, given in e for atoms 1 to 8: C -0.040; C -0.238; C 0.011; N 0.101; C -0.202; C -0.040; C -0.125; C -0.083



Stability verdict: i, ahead by 0.0253 hartree



i:
Here is C2H6N2S in the gas phase from the Open Molecules 2025 dataset. Energies are from ωB97M-V with the def2-TZVPD basis set.

The geometry in XYZ format:
```
11
C2H6N2S (ωB97M-V with the def2-TZVPD basis set)
H 2.8262 0.2801 -0.9870
N 2.5140 -0.2457 0.0609
C 1.1967 -0.4017 -0.2729
N 0.2274 -0.9597 0.4427
S -1.3224 -1.0565 -0.2229
C -1.6442 0.6969 0.0512
H 0.6529 -0.3705 -1.2089
H 0.3454 -0.9576 1.4250
H -1.7709 0.6445 1.2076
H -0.4761 1.3278 0.0490
H -2.5490 1.0424 -0.5446
```

SMILES: [H]/N=C/NSC

Atom charges from the Löwdin analysis, given in e for atoms 1 to 8: H 0.110; N 0.011; C -0.477; N -0.407; S 0.816; C -0.423; H 0.067; H 0.090



ii:
Here is a molecular structure, C2H6N2S from the Open Molecules 2025 dataset. Energies are from ωB97M-V with the def2-TZVPD basis set.

The geometry in XYZ format:
```
11
C2H6N2S (ωB97M-V with the def2-TZVPD basis set)
C -0.8191 0.3810 -0.3814
C 0.1427 -0.2093 0.6751
H 0.1411 1.9623 -1.9564
H -1.6369 2.2021 -0.5950
H -0.7028 -0.4826 -1.3062
H -1.8160 0.6112 -0.1257
H 0.4864 0.4946 1.7055
H 2.5537 -2.9486 0.5373
N -0.4575 1.8900 -0.5628
N 0.8170 -1.3045 0.3793
S 1.2914 -2.5961 1.6302
```

Atom charges from the Löwdin analysis, given in e for atoms 1 to 8: C -0.350; C -0.314; H 0.221; H 0.114; H 0.163; H 0.043; H 0.166; H 0.015



Stability verdict: i, ahead by 0.1638 hartree



i:
Here is 2 unconnected molecules or ions with the total composition CH4N4 from the Open Molecules 2025 dataset. Energies are from ωB97M-V with the def2-TZVPD basis set.

The geometry in XYZ format:
```
9
CH4N4 (ωB97M-V with the def2-TZVPD basis set)
C -1.6332 0.7715 -0.2823
N 2.7761 0.7843 -0.2719
N 2.2141 -0.1147 0.0290
N -0.9645 -0.2401 0.0893
N 1.5576 -1.0591 0.3129
H -2.6562 0.7556 -0.7315
H -1.1920 1.7337 -0.2548
H -1.5566 -1.0650 0.0009
H 1.4548 -1.5662 1.1086
```

Atom charges from the Löwdin analysis, given in e for atoms 1 to 8: C -0.130; N 0.165; N -0.328; N 0.011; N 0.090; H 0.072; H 0.038; H 0.041



ii:
Here is a molecular structure, CH4N4 from the Open Molecules 2025 dataset. Energies are from ωB97M-V with the def2-TZVPD basis set.

The geometry in XYZ format:
```
9
CH4N4 (ωB97M-V with the def2-TZVPD basis set)
C -0.4231 -0.7683 0.9540
N 0.4639 -0.5758 1.9205
N 1.0333 0.4618 1.0961
N -0.1362 0.4251 0.3578
N -0.1352 0.3612 -2.6440
H -1.3045 -1.4191 1.1057
H 1.3035 1.3243 1.6365
H -0.4259 -0.6505 -2.6256
H -0.3758 0.8413 -1.8011
```

Atom charges from the Löwdin analysis, given in e for atoms 1 to 8: C -0.237; N 0.072; N -0.087; N 0.041; N 0.076; H 0.110; H 0.137; H -0.014



Stability verdict: i, ahead by 0.1278 hartree



i:
Here is 2 unconnected molecules or ions with the total composition C5H12N2 from the Open Molecules 2025 dataset. Energies are from ωB97M-V with the def2-TZVPD basis set.

The geometry in XYZ format:
```
19
C5H12N2 (ωB97M-V with the def2-TZVPD basis set)
C 0.6204 -0.8520 -1.1369
C -0.3123 0.4216 -1.2419
C -1.5123 -0.5140 0.1952
C -2.4078 0.3711 0.7041
N 0.8596 -1.2780 0.3180
C 1.7482 -0.2947 0.8160
N 1.1347 1.0532 0.9431
H 1.6350 -0.5179 -1.6154
H 0.1792 -1.6441 -1.7442
H -0.5203 1.3431 -0.6642
H -0.9952 0.2997 -2.0819
H -1.8491 -1.3212 -0.3295
H -3.4326 0.0234 0.7405
H -2.1535 1.3694 1.0349
H -0.3560 -0.6525 0.5439
H 2.6560 -0.2690 0.3176
H 1.9472 -0.6923 1.7910
H 1.7684 1.7468 1.4284
H 0.9904 1.4074 -0.0186
```

Net charge: -1
Spin multiplicity: 2

Atom charges from the Löwdin analysis, given in e for atoms 1 to 8: C -0.322; C -0.143; C -0.215; C -0.127; N -0.173; C -0.450; N -0.022; H 0.094



ii:
Here is a gas-phase ion, C5H12N2 (charge -1) from the Open Molecules 2025 dataset. Energies are from ωB97M-V with the def2-TZVPD basis set.

The geometry in XYZ format:
```
19
C5H12N2 (ωB97M-V with the def2-TZVPD basis set)
C 0.9693 -1.0400 -2.2271
C 1.2845 0.0853 -1.1737
C -0.0073 0.3740 -0.4798
C -0.0890 0.4162 0.8646
N -1.1934 0.5291 1.7032
C -1.1257 1.4405 2.8512
N 0.3293 -2.2313 -1.6939
H 0.3575 -0.5423 -2.9833
H 1.9789 -1.3280 -2.5802
H 1.9734 -0.2658 -0.4129
H 1.6351 1.0002 -1.6426
H -0.9641 0.5212 -0.9871
H 0.8623 0.3381 1.3827
H -2.1172 0.4206 1.3139
H -0.1143 1.2676 3.2709
H -1.3441 2.4993 2.6174
H -2.0043 1.2717 3.4924
H -0.1915 -2.6529 -2.4470
H -0.2397 -2.1034 -0.8687
```

Net charge: -1
Spin multiplicity: 2

Atom charges from the Löwdin analysis, given in e for atoms 1 to 8: C -0.327; C -0.228; C -0.228; C -0.265; N -0.122; C -0.507; N -0.027; H 0.090



Stability verdict: ii, ahead by 0.1311 hartree